Record 1
A 2-piece molecular cluster, C2H12N4 overall at a distorted geometry. Source: the Open Molecules 2025 dataset; level of theory: the ωB97M-V functional and the def2-TZVPD basis.

## Properties
* spin multiplicity: 2
* orbital gap (spin up / spin down): 8.553 / 3.090 eV
* charge: +1
* largest force on an atom: 0.0671 hartree/bohr
* HOMO level (spin up / spin down): -0.4485 / -0.4485 Ha

Last column: Löwdin charge in e.
CARTESIAN COORDINATES (ANGSTROEM)
1 N -0.9989 -0.6788 -1.0373  -0.0291
2 C -2.1189 -1.5660 -1.1249  -0.3827
3 N -3.4007 -0.8457 -1.3479  -0.0005
4 H -0.8349 -0.2292 -1.9330  0.0713
5 H -1.0432 -0.0025 -0.2812  0.0417
6 H -2.0061 -2.1615 -2.0368  0.1120
7 H -2.0514 -2.2429 -0.2713  0.1009
8 H -3.5735 -0.3801 -0.4631  0.0537
9 H -4.1603 -1.4936 -1.4686  0.0577
10 N 1.1613 0.9436 1.7242  0.1992
11 C 2.0332 1.5843 0.7399  -0.2617
12 N 3.3568 0.9774 0.7058  0.2312
13 H 1.8301 0.6083 2.4354  0.1178
14 H 0.7958 0.0245 1.4264  0.1200
15 H 1.5225 1.6012 -0.2250  0.1429
16 H 2.1903 2.6249 1.0132  0.1425
17 H 3.3800 -0.0496 0.6433  0.1440
18 H 3.9179 1.2858 1.5007  0.1393


Record 2
One molecule with the formula C5H11BrS at a distorted geometry. Source: the Open Molecules 2025 dataset; level of theory: the ωB97M-V functional and the def2-TZVPD basis.

## Properties
* spin multiplicity: 3
* orbital gap (spin up / spin down): 3.364 / 5.618 eV
* charge: 0
* largest force on an atom: 0.0658 hartree/bohr
* HOMO level (spin up / spin down): -0.1133 / -0.3322 Ha

Last column: Löwdin charge in e.
CARTESIAN COORDINATES (ANGSTROEM)
1 C 0.9830 -1.2578 1.2582  -0.1629
2 C 0.9818 -1.2563 -1.2586  -0.1628
3 C -2.4867 1.7106 -0.0002  -0.3792
4 C 0.0788 0.7275 0.0008  -0.5081
5 C 1.0763 -0.4153 0.0002  -1.0222
6 S -1.6471 0.1064 0.0020  1.0210
7 Br 2.8819 0.4647 0.0001  0.5106
8 H 1.1007 -0.6428 2.1485  0.0735
9 H 0.0055 -1.7368 1.2929  0.0574
10 H 1.7521 -2.0274 1.2637  0.0774
11 H 1.1000 -0.6404 -2.1483  0.0735
12 H 0.0033 -1.7335 -1.2934  0.0574
13 H 1.7494 -2.0272 -1.2655  0.0774
14 H -3.5515 1.5035 0.0045  0.0121
15 H -2.2184 2.2624 -0.8971  0.0468
16 H -2.2118 2.2682 0.8911  0.0467
17 H 0.2010 1.3470 -0.8902  0.0907
18 H 0.2017 1.3472 0.8915  0.0906


Record 3
C34H8Cl5F15GeNPbS2 as an isolated structure. Source: the Open Molecules 2025 dataset; level of theory: the ωB97M-V functional and the def2-TZVPD basis.

## Properties
* orbital gap: 7.010 eV
* charge: -1
* largest force on an atom: 0.0140 hartree/bohr
* HOMO level: -0.1830 Ha

Last column: Löwdin charge in e.
CARTESIAN COORDINATES (ANGSTROEM)
1 Pb -0.9008 -1.5602 1.2231  0.8240
2 C 0.9426 -4.5627 2.0219  -0.0295
3 C 0.1748 -4.2293 3.2666  -0.3193
4 C 0.1898 -5.1152 4.3656  -0.0219
5 C -0.5906 -4.8464 5.4503  -0.0113
6 C -1.3675 -3.6691 5.4925  -0.1646
7 C -2.2344 -3.3693 6.5606  -0.0640
8 C -2.9303 -2.1896 6.5484  -0.0942
9 C -2.7311 -1.2534 5.5278  -0.1301
10 C -1.8715 -1.4904 4.4668  -0.6265
11 S -1.5368 -0.1915 3.3523  0.4644
12 C -1.2340 -2.7704 4.3974  -0.2368
13 N -0.5090 -3.1062 3.2995  0.0192
14 H 1.2522 -5.6062 2.0245  0.0783
15 H 1.8271 -3.9279 1.9461  0.0797
16 H 0.3344 -4.3707 1.1351  0.0577
17 H 0.8080 -6.0023 4.3306  0.1071
18 H -0.6230 -5.5288 6.2926  0.1142
19 H -2.3292 -4.0728 7.3791  0.1026
20 H -3.6284 -1.9657 7.3460  0.0994
21 H -3.2270 -0.2921 5.5620  0.0937
22 Cl 0.8055 -2.4421 -1.4741  0.6353
23 C 1.9543 -1.8192 -0.3224  -0.7259
24 C 1.4895 -1.4152 0.9188  -0.3879
25 C 2.4592 -1.0185 1.8302  -0.7282
26 Cl 1.9767 -0.5632 3.4260  0.6753
27 C 3.8171 -0.9691 1.5088  -0.7136
28 Cl 4.9815 -0.4329 2.6590  0.6661
29 C 4.2359 -1.3598 0.2396  -0.7132
30 Cl 5.9078 -1.3345 -0.1675  0.6672
31 C 3.2974 -1.8009 -0.6901  -0.7136
32 Cl 3.8103 -2.3127 -2.2532  0.6697
33 F 0.5921 3.5942 -3.8847  0.0979
34 C 1.4819 3.4110 -2.8960  -0.2303
35 C 1.1506 2.6200 -1.8115  -0.1169
36 C 2.1271 2.4266 -0.8520  -0.2225
37 F 1.8614 1.6856 0.2225  0.0935
38 C 3.3885 2.9874 -0.9582  -0.1364
39 F 4.3160 2.7765 -0.0221  0.1204
40 C 3.6827 3.7823 -2.0513  -0.1343
41 F 4.8866 4.3409 -2.1656  0.1246
42 C 2.7264 3.9981 -3.0290  -0.1409
43 F 3.0220 4.7612 -4.0861  0.1137
44 Ge -0.6724 1.7908 -1.6617  0.6374
45 S -1.4828 1.0060 0.1362  0.1066
46 C -1.8028 3.3996 -2.1241  -0.1235
47 C -2.5483 3.6220 -3.2680  -0.2184
48 F -2.3876 2.8506 -4.3523  0.0977
49 C -3.4487 4.6688 -3.3746  -0.1429
50 F -4.1669 4.8469 -4.4887  0.1119
51 C -3.5940 5.5518 -2.3210  -0.1389
52 F -4.4525 6.5678 -2.4130  0.1206
53 C -2.8223 5.3983 -1.1831  -0.1410
54 F -2.9260 6.2849 -0.1884  0.1153
55 C -1.9457 4.3323 -1.1077  -0.2416
56 F -1.1834 4.2200 -0.0126  0.0713
57 C -0.7604 0.5641 -3.2453  -0.1284
58 C -1.9974 0.0443 -3.5880  -0.2472
59 F -3.0679 0.3684 -2.8544  0.0864
60 C -2.1756 -0.7960 -4.6702  -0.1393
61 F -3.3861 -1.2498 -5.0084  0.1166
62 C -1.0696 -1.1741 -5.4112  -0.1342
63 F -1.2173 -1.9832 -6.4607  0.1224
64 C 0.1895 -0.7207 -5.0634  -0.1456
65 F 1.2522 -1.1293 -5.7630  0.1149
66 C 0.3252 0.1483 -3.9948  -0.2368
67 F 1.5547 0.5930 -3.7118  0.0946


Record 4
A 2-piece molecular cluster, C3H12N3O overall at a distorted geometry. Source: the Open Molecules 2025 dataset; level of theory: the ωB97M-V functional and the def2-TZVPD basis.

## Properties
* orbital gap: 11.403 eV
* charge: +1
* largest force on an atom: 0.0965 hartree/bohr
* HOMO level: -0.5222 Ha

Last column: Löwdin charge in e.
CARTESIAN COORDINATES (ANGSTROEM)
1 C -0.3107 -2.0194 2.9497  -0.5038
2 N -1.4210 -2.6390 3.2721  0.2012
3 N -0.4513 -0.8847 2.3585  0.0695
4 N 0.8466 -2.5299 3.2642  0.2270
5 C 0.0000 0.0000 0.0000  -0.0655
6 C 0.4131 -0.1533 1.4611  -0.2167
7 H -2.3135 -2.3006 2.9040  0.1483
8 H -1.3958 -3.4693 3.8692  0.0454
9 H -1.3689 -0.4334 2.3281  0.1754
10 H 0.9093 -3.3392 3.8869  0.1502
11 H 1.6945 -2.1395 2.8458  0.1350
12 H -0.3111 1.0407 -0.1920  0.0838
13 H -0.8501 -0.6676 -0.2199  0.0822
14 H 0.8298 -0.2507 -0.6821  0.0878
15 H 1.3420 -0.7510 1.5338  0.1086
16 H 0.6390 0.8659 1.8295  0.1335
17 O -1.6444 -4.8398 4.6864  -0.0571
18 H -1.6073 -5.8068 4.5084  0.0992
19 H -2.4637 -4.7165 5.2174  0.0961


Record 5
A 3-piece molecular cluster, C19H43NO12P2S overall at a distorted geometry. Source: the Open Molecules 2025 dataset; level of theory: the ωB97M-V functional and the def2-TZVPD basis.

## Properties
* orbital gap: 10.395 eV
* SMILES string: O=C1CC[C@@H](CCCS(=O)(=O)O)N1.CCOP(=O)(OCC)OCC.CCOP(=O)(OCC)OCC
* charge: 0
* largest force on an atom: 0.0887 hartree/bohr
* HOMO level: -0.3577 Ha

Last column: Löwdin charge in e.
CARTESIAN COORDINATES (ANGSTROEM)
1 O 1.9124 -0.0716 1.4074  0.1171
2 C 2.0132 0.9134 0.7308  -0.4228
3 C 3.2888 1.7453 0.4706  -0.0941
4 C 2.7575 2.8595 -0.4863  -0.1232
5 C 1.3416 2.9637 0.0878  -0.3653
6 C 0.3529 3.9310 -0.5192  -0.1291
7 C -1.0039 3.8621 0.2401  -0.1873
8 C -2.1975 3.4446 -0.6522  -0.2247
9 S -2.9136 1.9169 -0.1336  0.5698
10 O -2.1540 0.8475 -0.7105  -0.2862
11 O -3.0321 1.8401 1.2939  -0.2782
12 O -4.3687 1.9937 -0.7700  -0.1562
13 N 0.9065 1.5472 0.0548  0.0871
14 H 3.6184 2.1803 1.4140  0.1194
15 H 4.0639 1.1853 -0.0463  0.1114
16 H 3.4115 3.7262 -0.4430  0.1150
17 H 2.6950 2.3382 -1.4430  0.1176
18 H 1.4684 3.1674 1.1584  0.1532
19 H 0.1681 3.7004 -1.5692  0.1141
20 H 0.7153 4.9499 -0.3928  0.1171
21 H -0.9066 3.1396 1.0496  0.0978
22 H -1.2457 4.8233 0.6856  0.1107
23 H -2.9694 4.2120 -0.6010  0.1051
24 H -1.8969 3.3515 -1.6930  0.1017
25 H -4.8537 1.2570 -0.3585  0.0988
26 H 0.8507 1.2475 -0.9155  0.1359
27 C -8.2184 -4.0062 0.4212  -0.0784
28 C -7.0376 -3.2492 -0.1564  -0.2615
29 O -7.3155 -2.6657 -1.4384  -0.1768
30 P -8.3239 -1.4353 -1.5454  0.4187
31 O -7.8028 -0.2497 -0.8490  -0.2221
32 O -8.1912 -1.1333 -3.1263  -0.1908
33 C -7.7395 0.1399 -3.5863  -0.2876
34 C -6.2326 0.1707 -3.7283  -0.0696
35 O -9.7149 -2.2013 -1.6613  -0.1781
36 C -10.9228 -1.5399 -1.2150  -0.2489
37 C -11.2125 -0.2780 -2.0012  -0.0751
38 H -9.0313 -3.3298 0.6927  0.0655
39 H -7.9180 -4.5442 1.3204  0.0801
40 H -8.6134 -4.7163 -0.3048  0.0843
41 H -6.7032 -2.4701 0.5335  0.1144
42 H -6.2030 -3.9298 -0.3136  0.1190
43 H -8.0791 0.9316 -2.9179  0.0999
44 H -8.2175 0.3149 -4.5513  0.1169
45 H -5.7471 -0.2873 -2.8670  0.0714
46 H -5.8779 1.1976 -3.8282  0.0774
47 H -5.9106 -0.3899 -4.6071  0.0764
48 H -10.8389 -1.3186 -0.1483  0.1168
49 H -11.7268 -2.2621 -1.3382  0.1195
50 H -10.4425 0.4792 -1.8369  0.0698
51 H -12.1689 0.1430 -1.6909  0.0820
52 H -11.2462 -0.4915 -3.0693  0.0871
53 C 5.1315 -0.8529 2.1796  -0.0760
54 C 5.7709 -1.5640 1.0048  -0.2547
55 O 7.0778 -1.0592 0.6797  -0.1789
56 P 8.2923 -1.3291 1.6767  0.4177
57 O 8.6070 -2.7595 1.7781  -0.2131
58 O 9.4838 -0.6575 0.8155  -0.1952
59 C 10.6112 -1.4220 0.3920  -0.2904
60 C 10.3877 -2.0441 -0.9730  -0.0718
61 O 8.1339 -0.0977 2.6763  -0.1809
62 C 8.6257 -0.2264 4.0306  -0.2512
63 C 10.1216 -0.4607 4.0813  -0.0762
64 H 5.6580 -1.0723 3.1115  0.0690
65 H 4.0955 -1.1677 2.2964  0.0728
66 H 5.1589 0.2265 2.0380  0.0675
67 H 5.8323 -2.6391 1.1903  0.1163
68 H 5.1652 -1.4193 0.1111  0.1148
69 H 10.8570 -2.1845 1.1314  0.1006
70 H 11.4558 -0.7319 0.3537  0.1156
71 H 9.3965 -2.4905 -1.0448  0.0753
72 H 11.1361 -2.8112 -1.1757  0.0765
73 H 10.4551 -1.2847 -1.7537  0.0742
74 H 8.0917 -1.0371 4.5319  0.1169
75 H 8.3653 0.7005 4.5372  0.1186
76 H 10.3899 -1.4186 3.6304  0.0700
77 H 10.4627 -0.4697 5.1167  0.0813
78 H 10.6505 0.3222 3.5381  0.0862